(i)
Formula: C3H2N2O3
Source: the Open Molecules 2025 dataset
Level of theory: wB97M-V/def2-TZVPD

## Properties
Kohn-Sham gap   0.33021 Ha
Multiplicity   1
Net charge   0
SMILES   O=C=CC(=O)O.N#N

CARTESIAN COORDINATES (ANGSTROEM)
O: -2.6813 -1.2523 1.3591
C: -1.7325 -0.5168 0.7279
C: -1.1312 0.0988 -0.2243
C: 0.1658 0.6588 -0.3744
O: 0.8866 0.9091 0.6228
O: 0.4293 1.2670 -1.4525
H: -1.2453 -0.6606 -1.2327
H: 1.3827 1.7733 -1.3604
N: 1.4289 -0.9656 0.6523
N: 2.4970 -1.3118 1.2821

(ii)
Formula: C3H2N2O3
Source: the Open Molecules 2025 dataset
Level of theory: wB97M-V/def2-TZVPD

## Properties
Kohn-Sham gap   0.30073 Ha
Multiplicity   1
Net charge   0

CARTESIAN COORDINATES (ANGSTROEM)
C: 0.7964 -0.2528 -0.1686
C: 0.2024 0.9609 -0.0043
C: -1.3115 -0.7355 0.0775
H: 0.8686 1.7763 -0.1328
H: -2.1971 1.3197 -0.3049
N: 2.2108 -0.0617 -0.1118
N: -1.1973 0.7633 0.3727
O: 3.0608 -1.1106 0.2601
O: -2.3565 -1.3760 0.0100
O: -0.0768 -1.2837 0.0021

(ii) wins, 0.117 eV ahead of the next structure.

(i)
Formula: C3H2N2O3
Source: the Open Molecules 2025 dataset
Level of theory: wB97M-V/def2-TZVPD

## Properties
Kohn-Sham gap   0.30696 Ha
Multiplicity   1
Net charge   0
SMILES   O=C1NNC(=O)C1=O

CARTESIAN COORDINATES (ANGSTROEM)
O: -2.3546 0.3314 -0.2041
C: -1.2333 -0.0376 -0.1407
N: -0.7851 -1.3052 0.2696
N: 0.6348 -1.3094 -0.0888
C: 1.1907 -0.1358 -0.1429
O: 2.3868 0.1452 -0.1196
C: 0.0889 0.7173 -0.0002
O: 0.0936 1.9478 0.2651
H: -1.4411 -2.3517 0.3772
H: 1.2094 -2.0044 0.5297

(ii)
Formula: C3H2N2O3
Source: the Open Molecules 2025 dataset
Level of theory: wB97M-V/def2-TZVPD

## Properties
Kohn-Sham gap   0.36828 Ha
Multiplicity   1
Net charge   0
SMILES   N#[N+][O-].O=C=CC=O

CARTESIAN COORDINATES (ANGSTROEM)
N: 0.9657 -2.4443 -1.1274
N: 1.3875 -2.0970 -2.1053
O: 1.7788 -1.5140 -3.0066
O: -2.0226 2.8852 1.2044
C: -1.1005 2.1468 1.0675
C: -0.1918 1.1622 1.0652
C: -0.5272 -0.1820 0.7000
O: -1.5697 -0.5424 0.2674
H: 0.9213 1.4005 1.2788
H: 0.3586 -0.8150 0.6559

(i) wins, 0.090 eV ahead of the next structure.

(i)
Formula: C3H2N2O3
Source: the Open Molecules 2025 dataset
Level of theory: wB97M-V/def2-TZVPD

## Properties
Kohn-Sham gap   0.33455 Ha
Multiplicity   1
Net charge   0
SMILES   O=c1cnc(O)no1

CARTESIAN COORDINATES (ANGSTROEM)
O: -2.8200 -0.2320 0.7371
C: -1.6418 -0.2050 -0.0178
C: -0.7447 1.1840 -0.3357
N: 0.5583 1.1250 -0.0680
C: 1.1755 -0.1328 0.1558
O: 2.4958 -0.1329 0.3759
N: 0.5286 -1.2618 -0.1825
O: -0.9581 -1.2166 -0.5540
H: -1.3662 2.1072 -0.7594
H: 2.7726 -1.2350 0.6487

(ii)
Formula: C3H2N2O3
Source: the Open Molecules 2025 dataset
Level of theory: wB97M-V/def2-TZVPD

## Properties
Kohn-Sham gap   0.32111 Ha
Multiplicity   1
Net charge   0
SMILES   O=C1N=NO/C1=C\O

CARTESIAN COORDINATES (ANGSTROEM)
O: -1.9168 1.5824 -0.1326
C: -1.4988 0.4300 0.0514
N: -2.2861 -0.6890 -0.0473
N: -1.5605 -1.7460 -0.0450
O: -0.2183 -1.5181 -0.0341
C: -0.0867 -0.0954 0.0711
C: 1.1144 0.4354 0.0529
O: 2.2609 -0.2948 -0.1530
H: 1.2614 1.5361 0.1867
H: 2.9305 0.3593 0.0498

(ii) wins, 2.299 eV ahead of the next structure.

(i)
Formula: C4H6O
Source: the Open Molecules 2025 dataset
Level of theory: wB97M-V/def2-TZVPD

## Properties
Kohn-Sham gap   0.39412 Ha
Multiplicity   1
Net charge   0
SMILES   C=CCC=O

CARTESIAN COORDINATES (ANGSTROEM)
C: -1.5701 -0.2092 0.0836
C: -0.4042 -0.5415 0.6325
C: 0.8607 -0.5552 -0.1920
C: 1.0208 0.9479 -0.3455
O: 1.5172 1.6523 0.4974
H: -1.6750 -0.1427 -0.9983
H: -2.4324 0.0677 0.6789
H: -0.2726 -0.5636 1.7132
H: 1.7251 -0.9779 0.3250
H: 0.7161 -1.0538 -1.1564
H: 0.5146 1.3759 -1.2384

(ii)
Formula: C4H6O
Source: the Open Molecules 2025 dataset
Level of theory: wB97M-V/def2-TZVPD

## Properties
Kohn-Sham gap   0.35760 Ha
Multiplicity   1
Net charge   0

CARTESIAN COORDINATES (ANGSTROEM)
C: -0.4716 1.2677 -0.2374
C: 0.2011 0.1608 -0.0551
C: -1.1803 0.1403 0.3932
C: 1.6307 -0.3492 -0.2501
O: -2.2044 -0.6326 -0.2214
H: -0.2817 2.1454 -0.7479
H: -1.4574 -0.0142 2.0638
H: 1.5633 -0.8112 -1.2353
H: 2.0987 -0.9372 0.5832
H: 2.1714 0.6154 -0.3407
H: -2.0699 -1.5852 0.0477

(i) wins, 3.936 eV ahead of the next structure.

(i)
Formula: C4H6O
Source: the Open Molecules 2025 dataset
Level of theory: wB97M-V/def2-TZVPD

## Properties
Kohn-Sham gap   0.39008 Ha
Multiplicity   1
Net charge   0

CARTESIAN COORDINATES (ANGSTROEM)
C: -2.0785 1.1711 -0.0561
C: -2.1854 -0.0847 -0.1821
C: 0.9688 0.1413 0.1146
C: 2.2772 -0.2960 -0.3494
O: 0.7006 1.2513 0.4709
H: -3.0805 1.3288 -0.3415
H: -1.4829 2.0156 0.1447
H: 0.2265 -0.7102 0.0891
H: 2.4214 -1.4423 -0.3070
H: 2.2044 -0.1415 -1.4635
H: 3.1857 0.1689 0.0964

(ii)
Formula: C4H6O
Source: the Open Molecules 2025 dataset
Level of theory: wB97M-V/def2-TZVPD

## Properties
Kohn-Sham gap   0.37116 Ha
Multiplicity   1
Net charge   0
SMILES   O=C1CCC1

CARTESIAN COORDINATES (ANGSTROEM)
O: 2.4236 -0.0233 -0.3224
C: 1.2145 -0.0874 0.1662
C: 0.0590 -1.0775 0.1904
C: -0.9164 0.0149 -0.5059
C: 0.1593 1.0958 0.2355
H: 0.2416 -2.3071 -0.2947
H: -0.2285 -1.2826 1.3863
H: -0.9196 0.1228 -1.8245
H: -2.2016 0.0026 -0.1443
H: 0.4605 2.2581 -0.3387
H: -0.2925 1.2835 1.4521

(iii)
Formula: C4H6O
Source: the Open Molecules 2025 dataset
Level of theory: wB97M-V/def2-TZVPD

## Properties
Kohn-Sham gap   0.39094 Ha
Multiplicity   1
Net charge   0
SMILES   C1=CC1.C=O

CARTESIAN COORDINATES (ANGSTROEM)
C: 0.9717 -0.0974 -0.8618
C: 0.8080 -1.0497 -0.0014
C: -0.2251 -0.9758 -1.0873
H: 1.5395 0.7468 -1.2226
H: 1.1307 -1.5793 0.8820
H: -0.2080 -1.7113 -1.8958
H: -1.2246 -0.6002 -0.8497
C: -0.6875 1.3135 1.2541
O: -1.7844 0.8280 1.1411
H: -0.3231 2.1153 0.5809
H: 0.0246 0.9978 2.0417

(iv)
Formula: C4H6O
Source: the Open Molecules 2025 dataset
Level of theory: wB97M-V/def2-TZVPD

## Properties
Kohn-Sham gap   0.40711 Ha
Multiplicity   1
Net charge   0
SMILES   C#CCCO

CARTESIAN COORDINATES (ANGSTROEM)
C: 2.3314 0.2705 0.1527
C: 1.1626 0.5144 -0.0093
C: -0.2607 0.7726 -0.2504
C: -1.0958 -0.5141 -0.2769
O: -1.3234 -1.0368 1.0111
H: 3.3746 0.0783 0.2754
H: -0.3680 1.3038 -1.2037
H: -0.6613 1.4242 0.5348
H: -0.6106 -1.2519 -0.9329
H: -2.0829 -0.2934 -0.6918
H: -0.4659 -1.2677 1.3909

(iv) wins, 1.646 eV ahead of the next structure.